Computed, not measured: a molecular structure, C31H21CoN9O7, with wB97M-V/def2-TZVPD.

The geometry in XYZ format:
```
69
Properties=species:S:1:pos:R:3:forces:R:3:mulliken_charge:R:1
Co 0.718 0.099 -0.430 -2.6 -1.4 0.3 -0.650
C 1.851 2.803 -3.710 -0.1 0.1 0.0 -0.536
C 1.845 1.716 -2.848 -0.1 -0.1 0.0 -0.067
N 0.862 1.539 -1.970 0.2 -0.6 -0.2 0.310
C -0.115 2.458 -1.947 0.0 -0.1 0.1 -0.047
C -0.077 3.551 -2.796 0.1 0.1 -0.2 -0.389
N 0.896 3.723 -3.682 0.0 0.0 0.1 -0.550
C -1.147 2.235 -0.929 0.0 0.0 0.0 0.503
C -2.422 2.762 -0.937 -0.1 0.0 0.0 -0.790
C -3.309 2.419 0.084 -0.1 0.1 0.0 0.787
C -2.861 1.528 1.059 -0.2 0.0 0.0 -0.368
C -1.600 0.989 0.952 0.2 -0.1 0.2 1.413
N -0.756 1.378 0.002 0.9 0.8 0.3 0.222
C -1.043 -0.104 1.764 0.0 0.3 0.1 -1.180
C -1.718 -0.827 2.730 0.1 -0.1 0.3 -0.352
N -1.144 -1.833 3.380 0.0 0.0 -0.1 -0.564
C 0.114 -2.127 3.069 -0.1 0.1 0.1 -0.784
C 0.804 -1.438 2.084 0.2 0.2 0.1 -0.220
N 0.213 -0.437 1.433 0.2 -0.7 -0.7 0.857
C -4.698 2.941 0.100 0.2 0.0 0.0 0.703
C -5.712 2.260 0.760 -0.1 -0.1 0.0 -0.555
C -6.998 2.779 0.736 0.0 0.2 -0.1 -0.421
N -7.325 3.902 0.099 0.2 -0.1 0.0 -0.581
C -6.349 4.549 -0.539 -0.1 -0.1 0.1 -0.405
C -5.033 4.116 -0.560 0.0 0.2 0.0 -0.583
H 2.645 2.930 -4.435 0.0 0.0 0.0 0.408
H 2.639 0.986 -2.871 0.0 0.0 -0.1 0.445
H -0.840 4.318 -2.746 0.0 0.0 0.0 0.465
H -2.739 3.383 -1.762 0.0 0.0 0.0 0.558
H -3.501 1.245 1.881 0.0 -0.1 -0.1 0.602
H -2.749 -0.609 2.976 0.0 0.0 0.0 0.412
H 0.582 -2.944 3.604 0.0 0.0 0.0 0.455
H 1.823 -1.681 1.803 -0.1 -0.1 -0.1 0.480
H -5.532 1.319 1.264 0.0 0.0 0.0 0.415
H -7.804 2.264 1.246 0.0 0.0 0.0 0.383
H -6.635 5.456 -1.058 0.0 0.0 0.0 0.373
H -4.289 4.717 -1.067 0.0 0.0 0.0 0.418
O -2.619 -1.797 -0.111 -0.2 0.1 -0.2 -0.664
C -1.489 -1.758 -0.556 0.0 0.0 -0.2 -0.037
O -0.972 -0.690 -1.118 0.3 0.4 0.1 -0.260
C -0.610 -2.959 -0.435 -0.3 -0.1 0.2 1.088
C -1.163 -4.206 -0.209 -0.1 0.2 0.0 -0.363
C -0.327 -5.288 -0.020 0.0 -0.2 0.1 -0.597
C 1.041 -5.137 0.041 0.1 -0.1 0.1 -0.580
C 1.573 -3.876 -0.132 0.4 -0.2 -0.1 0.010
C 0.772 -2.774 -0.469 0.1 0.8 -0.4 0.425
O 1.309 -1.632 -0.840 1.3 0.0 -0.1 -0.439
N 3.023 -3.725 0.070 -0.2 0.0 0.2 0.905
O 3.429 -2.651 0.500 0.0 -0.1 0.0 -0.531
O 3.728 -4.684 -0.132 0.0 0.0 -0.1 -0.621
N -0.906 -6.631 0.180 0.0 0.1 -0.1 1.054
O -2.109 -6.735 0.079 0.0 0.0 0.0 -0.606
O -0.139 -7.537 0.425 0.0 0.0 0.0 -0.617
H -2.237 -4.329 -0.177 0.0 0.0 0.0 0.641
H 1.683 -5.981 0.250 0.0 0.0 0.0 0.632
C 6.774 0.950 0.794 -0.1 0.0 0.0 -1.554
C 5.312 0.783 0.503 0.1 0.0 0.0 1.164
C 4.861 0.063 -0.597 0.0 0.1 0.1 -1.150
C 3.508 -0.087 -0.816 0.1 0.0 0.0 -0.788
N 2.594 0.456 -0.006 -0.3 0.4 0.3 0.735
C 3.011 1.150 1.062 -0.1 0.1 0.0 -0.416
C 4.344 1.337 1.340 0.1 0.0 0.0 -1.026
H 7.382 0.323 0.146 0.0 0.0 0.0 0.363
H 6.988 0.692 1.832 0.0 0.0 0.0 0.397
H 7.072 1.990 0.648 0.0 0.0 0.0 0.343
H 5.560 -0.410 -1.274 0.0 0.0 0.0 0.399
H 3.139 -0.684 -1.637 0.0 0.0 0.1 0.970
H 2.242 1.554 1.709 0.0 0.0 -0.1 0.495
H 4.628 1.913 2.211 0.0 0.0 0.0 0.459
```
Positions in Å, forces in eV/Å.

Calculated values
molecular weight = 690.5 Da
LUMO level (alpha / beta) = -4.444 / -4.445 eV
energy above the lowest of the compared OMol25 structures with the same formula, charge and spin = 0.219 eV
electronic energy = -3595.8384 hartree
HOMO-LUMO gap (alpha / beta) = 7.14 / 7.14 eV
HOMO energy (alpha / beta) = -0.426 / -0.426 Ha
charge = +1